Here is C35H61As2N6O8ScSi4Te as an isolated structure in a non-equilibrium geometry from OMol25. Energies are from ωB97M-V/def2-TZVPD.

Orbital gap (spin up / spin down) in eV: 6.393 / 5.308
Highest occupied orbital energy (spin up / spin down) in eV: -13.27 / -13.23
Energy in Eh: -8958.5239
Total charge: +2
LUMO level (spin up / spin down) in eV: -6.88 / -7.92
ΔE to the lowest compared entry with this formula, charge and spin in kJ/mol: 186.8

Each line ends with the Mulliken charge.
Geometry (Å):
Sc: 12.029 16.317 9.023  -0.32
C: 14.584 17.682 10.632  -0.84
N: 15.884 17.658 11.259  0.37
C: 15.984 16.620 12.303  -0.69
N: 15.703 15.294 11.764  0.23
C: 14.387 15.319 11.161  0.01
N: 14.234 16.350 10.044  2.12
C: 15.276 16.061 9.051  -0.71
N: 16.632 16.031 9.646  0.06
C: 16.880 17.359 10.246  -0.71
C: 16.702 15.026 10.734  -0.81
H: 14.562 18.450 9.835  -0.26
H: 13.803 17.925 11.371  0.08
H: 15.267 16.778 13.110  0.27
H: 16.973 16.628 12.761  0.39
H: 13.584 15.520 11.901  0.09
H: 14.241 14.356 10.703  -0.55
H: 15.288 16.855 8.253  0.31
H: 15.140 15.092 8.572  0.11
H: 16.901 18.098 9.435  0.23
H: 17.868 17.441 10.690  0.39
H: 17.708 15.073 11.140  0.43
H: 16.556 14.058 10.300  0.29
N: 6.223 14.679 11.430  -0.46
C: 6.914 15.338 10.785  -0.54
C: 7.681 16.262 9.984  0.35
C: 7.056 17.261 9.238  -0.49
C: 7.873 18.117 8.540  -1.19
C: 9.221 17.870 8.463  -0.34
N: 9.831 16.924 9.200  1.50
C: 9.064 16.146 9.951  -1.36
H: 5.985 17.346 9.242  0.62
H: 7.482 18.893 7.882  0.55
H: 9.847 18.460 7.795  0.03
H: 9.531 15.453 10.598  1.62
C: 12.120 23.051 5.572  -1.21
Si: 11.043 22.369 6.930  0.43
C: 10.489 23.894 7.912  -1.06
C: 9.495 21.501 6.257  -1.05
Si: 12.271 21.048 8.580  0.06
Te: 12.660 18.823 7.494  -0.53
Si: 11.015 20.994 10.609  0.50
C: 11.723 22.356 11.678  -1.04
C: 11.360 19.258 11.319  -0.49
C: 9.161 21.131 10.277  -0.73
Si: 14.353 22.115 8.676  0.71
C: 15.273 21.611 10.294  -0.74
C: 14.140 24.009 8.881  -1.08
C: 15.334 21.627 7.129  -1.13
H: 11.616 23.647 4.856  0.48
H: 12.636 22.296 4.996  0.36
H: 12.940 23.710 5.949  0.26
H: 10.662 24.748 7.281  0.48
H: 11.208 24.095 8.736  0.20
H: 9.506 23.929 8.370  0.39
H: 9.153 22.095 5.415  0.53
H: 8.754 21.463 7.050  0.28
H: 9.702 20.506 5.799  0.21
H: 12.713 22.055 12.051  0.25
H: 11.114 22.457 12.556  0.48
H: 11.838 23.323 11.106  0.25
H: 11.933 19.234 12.227  0.69
H: 11.927 18.682 10.564  -0.76
H: 10.426 18.734 11.488  0.30
H: 8.740 22.125 10.341  0.48
H: 8.636 20.460 10.982  0.42
H: 8.988 20.704 9.254  -0.23
H: 14.960 22.241 11.150  0.31
H: 16.312 21.782 10.116  0.44
H: 15.067 20.579 10.503  -0.07
H: 13.546 24.174 9.763  0.32
H: 13.613 24.571 8.076  0.26
H: 15.118 24.405 9.091  0.45
H: 15.432 20.566 7.015  0.34
H: 16.341 22.092 7.109  0.39
H: 14.810 21.923 6.233  0.30
C: 14.161 9.196 8.360  -0.60
O: 14.692 10.359 9.041  -0.39
C: 14.018 11.502 9.090  -0.50
O: 14.494 12.471 9.687  -0.41
C: 12.721 11.779 8.396  -0.89
C: 11.593 11.180 8.811  1.60
As: 9.816 11.944 8.497  0.07
C: 8.914 11.203 10.064  -1.24
C: 10.642 13.588 9.148  -1.16
C: 11.234 14.386 8.119  1.28
As: 12.892 13.432 7.392  0.60
C: 11.986 12.859 5.698  -1.19
C: 10.368 14.922 7.031  -0.18
O: 9.213 14.835 6.803  -0.54
O: 11.240 15.826 6.379  0.20
C: 10.739 16.528 5.220  -0.96
C: 11.116 13.893 10.505  0.88
O: 11.678 15.023 10.646  -0.04
O: 10.856 13.010 11.449  -0.01
C: 11.343 13.045 12.821  -0.82
C: 11.704 10.087 9.872  0.39
O: 12.228 10.393 10.934  -0.53
O: 11.171 8.907 9.634  -0.33
C: 10.643 8.563 8.320  -0.56
H: 13.935 8.417 9.115  0.27
H: 14.938 8.779 7.720  0.37
H: 13.281 9.429 7.769  0.22
H: 8.628 10.198 9.854  0.45
H: 8.020 11.817 10.210  0.46
H: 9.468 11.175 10.988  0.34
H: 11.062 12.401 5.941  0.38
H: 12.654 12.130 5.142  0.42
H: 11.848 13.701 5.033  0.36
H: 11.574 17.076 4.855  0.32
H: 9.918 17.174 5.492  0.30
H: 10.431 15.768 4.481  0.39
H: 11.709 12.029 13.008  0.28
H: 10.480 13.222 13.477  0.30
H: 12.156 13.708 13.028  0.37
H: 10.824 7.505 8.159  0.32
H: 11.108 9.115 7.519  0.24
H: 9.595 8.763 8.345  0.29

Force components x, y, z for each atom (eV/Å):
Sc 0.2 -0.9 -0.1
C -0.3 0.0 0.6
N 0.0 0.4 0.2
C -0.5 -0.1 0.4
N 0.0 0.6 -0.2
C -0.2 0.0 0.2
N -0.7 0.2 0.0
C 1.9 0.1 -0.8
N -0.3 0.6 0.2
C 0.3 -0.1 -0.7
C -0.1 0.5 -0.8
H 0.1 -0.3 0.3
H 0.4 0.0 -0.1
H -0.1 0.4 -0.1
H 0.1 0.1 -0.2
H 0.7 -0.1 -0.3
H -0.3 -0.4 -0.1
H -0.2 -0.6 0.7
H -0.4 -0.1 0.1
H -0.4 0.1 0.2
H 0.1 -0.5 0.1
H 0.0 0.0 0.3
H -0.2 -0.7 -0.1
N 0.5 0.1 -0.3
C -0.4 0.1 0.2
C -0.1 -0.2 0.0
C 0.3 -0.3 0.6
C -0.2 0.3 -1.4
C 0.5 0.1 0.2
N 0.4 0.2 -0.4
C -1.0 0.5 0.2
H -0.3 0.1 0.0
H -0.1 -0.1 0.4
H -0.1 -0.1 0.3
H 0.2 -0.4 0.4
C 1.7 -0.2 0.8
Si -0.6 0.5 0.1
C 1.2 -0.3 1.0
C 1.2 -0.6 -0.3
Si -0.9 0.2 -0.2
Te 0.3 0.2 0.0
Si 0.3 -0.2 -0.1
C 0.7 0.3 -0.8
C -0.1 -0.1 -0.8
C 0.2 -1.2 -0.6
Si 1.2 0.8 0.4
C -1.5 0.8 -0.6
C -1.0 -0.7 -1.0
C 0.2 0.7 0.4
H -1.0 0.6 -0.6
H 0.1 -0.5 -0.2
H -0.6 -0.5 0.1
H -0.3 0.4 -0.5
H -0.3 -0.3 -0.2
H -0.2 -0.1 -0.2
H -0.4 0.3 0.0
H -0.3 -0.2 -0.1
H -0.2 0.4 0.6
H -0.1 0.1 -0.3
H -0.5 0.5 0.4
H -0.3 -0.9 0.8
H 0.3 0.2 0.5
H -0.2 0.2 0.2
H -0.2 -0.1 0.1
H 0.0 0.2 0.0
H 0.1 0.4 -0.2
H -0.1 0.5 0.8
H 0.1 -0.4 -0.5
H 0.9 -0.1 0.0
H 0.2 -0.6 0.4
H -0.2 0.1 0.6
H 0.7 -0.4 0.4
H 0.5 0.3 -0.1
H 0.3 -0.8 0.2
H -0.6 -0.2 0.1
H -0.2 0.4 -0.3
C 0.2 -0.6 0.6
O -0.6 0.1 -0.3
C 1.3 1.0 0.7
O -0.5 -1.3 -0.7
C -0.4 -0.7 0.3
C 0.7 -0.4 0.2
As -0.4 -0.2 0.2
C -0.1 0.7 0.2
C -0.2 -0.4 0.9
C -0.1 0.8 0.2
As -0.4 0.5 -1.1
C 2.1 -0.6 -0.4
C 2.3 0.6 0.5
O -0.9 -0.1 -0.3
O -0.5 0.0 0.4
C -0.3 -1.4 0.0
C -0.5 -0.8 -0.7
O 0.1 -0.3 0.8
O 0.6 1.3 -0.8
C -0.6 -1.1 0.4
C 0.5 1.4 0.8
O -0.8 -0.9 -1.3
O 0.0 -0.5 -0.3
C 0.4 0.0 0.7
H 0.0 0.6 -0.3
H 0.0 0.3 0.0
H 0.0 0.1 0.0
H -0.4 -0.7 -0.4
H 0.0 -0.2 0.0
H 0.4 0.2 0.1
H -0.9 -0.5 0.1
H -0.8 0.8 0.8
H 0.0 0.3 0.0
H 0.5 0.5 -0.4
H -0.3 0.1 0.0
H -0.1 0.5 0.2
H -0.2 0.2 -0.2
H 0.3 0.2 -0.3
H 0.3 0.8 -0.4
H 0.0 0.0 0.2
H 0.2 0.3 -0.1
H -0.7 0.0 -0.1

Here is C35H61BN8O2PS5W as an isolated structure in a non-equilibrium geometry from OMol25. Energies are from ωB97M-V/def2-TZVPD.

Orbital gap (spin up / spin down) in eV: 5.701 / 6.156
Highest occupied orbital energy (spin up / spin down) in eV: -12.82 / -12.87
2S+1: 2
Energy in Eh: -4382.7853
Total charge: +2
LUMO level (spin up / spin down) in eV: -7.12 / -6.71
ΔE to the lowest compared entry with this formula, charge and spin in kJ/mol: 183.4

Each line ends with the Löwdin spin population.
Geometry (Å):
W: 0.387 -0.481 0.314  0.93
C: 5.547 -0.922 -1.200  0.00
C: 4.731 0.301 -1.416  0.00
C: 5.216 1.426 -2.020  0.00
C: 4.386 2.564 -2.168  0.00
N: 3.131 2.523 -1.806  0.00
N: 2.622 1.426 -1.255  0.00
B: 1.066 1.446 -1.071  0.00
N: 0.654 2.763 -0.435  0.00
N: 1.583 3.435 0.242  0.00
C: 1.384 4.672 0.604  0.00
C: 0.178 5.334 0.270  0.00
C: -0.840 4.632 -0.313  0.00
C: -2.174 5.225 -0.588  0.00
C: -0.601 3.260 -0.618  0.00
S: -1.853 2.226 -1.057  0.02
C: 2.450 5.367 1.413  0.00
C: 1.997 5.408 2.882  0.00
C: 3.778 4.617 1.323  0.00
C: 2.631 6.801 0.896  0.00
N: 0.478 1.465 -2.503  0.00
N: 0.588 2.625 -3.126  0.00
C: 0.048 2.796 -4.301  0.00
C: -0.567 1.714 -4.979  0.00
C: -0.708 0.509 -4.340  0.00
C: -1.391 -0.667 -4.929  0.00
C: -0.200 0.432 -3.015  0.00
S: -0.498 -0.902 -2.007  -0.02
C: 0.123 4.173 -4.914  0.00
C: 1.256 4.133 -5.949  0.00
C: -1.203 4.535 -5.590  0.00
C: 0.403 5.222 -3.835  0.00
C: 3.368 0.333 -1.012  0.01
S: 2.693 -1.015 -0.227  0.02
C: 4.978 3.821 -2.762  0.00
C: 6.148 4.287 -1.880  0.00
C: 5.525 3.496 -4.162  0.00
C: 3.940 4.935 -2.873  0.00
H: 6.593 -0.727 -1.413  0.00
H: 5.201 -1.717 -1.860  0.00
H: 5.446 -1.280 -0.176  0.00
H: 6.229 1.446 -2.379  0.00
H: 0.043 6.372 0.527  0.00
H: -2.175 6.290 -0.390  0.00
H: -2.928 4.748 0.035  0.00
H: -2.463 5.056 -1.624  0.00
H: 1.919 4.401 3.292  0.00
H: 1.036 5.907 2.991  0.00
H: 2.739 5.954 3.460  0.00
H: 3.694 3.613 1.731  0.00
H: 4.537 5.153 1.887  0.00
H: 4.097 4.544 0.288  0.00
H: 1.803 7.442 1.186  0.00
H: 2.724 6.821 -0.187  0.00
H: 3.534 7.229 1.321  0.00
H: -0.949 1.847 -5.977  0.00
H: -1.607 -0.502 -5.978  0.00
H: -2.322 -0.858 -4.397  0.00
H: -0.777 -1.557 -4.815  0.00
H: 1.066 3.369 -6.699  0.00
H: 2.202 3.907 -5.464  0.00
H: 1.338 5.092 -6.451  0.00
H: -1.396 3.950 -6.481  0.00
H: -1.173 5.582 -5.882  0.00
H: -2.030 4.401 -4.898  0.00
H: 1.163 4.877 -3.143  0.00
H: -0.506 5.424 -3.277  0.00
H: 0.731 6.150 -4.295  0.00
H: 6.873 3.497 -1.710  0.00
H: 5.798 4.643 -0.914  0.00
H: 6.660 5.107 -2.377  0.00
H: 6.432 2.898 -4.111  0.00
H: 5.771 4.425 -4.669  0.00
H: 4.790 2.962 -4.761  0.00
H: 3.317 4.968 -1.985  0.00
H: 3.308 4.770 -3.737  0.00
H: 4.442 5.891 -2.992  0.00
C: -0.699 -6.472 1.940  0.00
C: -1.475 -5.212 2.251  0.00
O: -0.631 -4.094 2.616  0.00
P: 0.464 -3.440 1.710  0.00
S: 0.963 -1.714 2.604  -0.01
S: -0.218 -2.990 -0.148  0.01
O: 1.612 -4.517 1.678  0.00
C: 2.804 -4.438 0.884  0.00
C: 3.927 -3.783 1.662  0.00
H: -1.399 -7.295 1.827  0.00
H: -0.007 -6.705 2.745  0.00
H: -0.143 -6.366 1.013  0.00
H: -2.114 -5.347 3.124  0.00
H: -2.088 -4.910 1.396  0.00
H: 2.585 -3.897 -0.045  0.00
H: 3.046 -5.476 0.641  0.00
H: 3.663 -2.758 1.919  0.00
H: 4.833 -3.772 1.061  0.00
H: 4.115 -4.335 2.579  0.00
N: -1.826 -0.356 0.905  0.01
C: -2.202 -0.366 2.336  0.00
C: -2.276 1.051 2.907  0.00
C: -1.082 1.949 2.575  0.00
C: 0.272 1.407 3.042  0.00
N: 1.148 1.084 1.891  0.00
H: -2.335 0.416 0.456  0.00
H: -2.189 -1.218 0.482  0.00
H: -1.482 -0.988 2.880  0.00
H: -3.190 -0.822 2.466  0.00
H: -2.395 0.981 3.989  0.00
H: -3.176 1.527 2.510  0.00
H: -1.270 2.929 3.016  0.00
H: -1.040 2.086 1.495  0.00
H: 0.139 0.503 3.635  0.00
H: 0.772 2.138 3.685  0.00
H: 1.970 0.605 2.273  0.00
H: 1.500 1.975 1.507  0.00

Force components x, y, z for each atom (eV/Å):
W 0.0 -0.3 -0.9
C 0.1 -0.1 0.0
C -0.2 0.4 -0.1
C -0.5 -0.2 0.3
C 0.2 -0.4 0.1
N 0.0 0.6 -0.3
N 0.9 -0.7 0.1
B 0.0 -0.9 0.7
N -1.0 0.9 0.0
N 0.8 0.3 0.4
C -0.1 -0.3 -0.2
C -0.6 -0.4 -0.3
C 0.6 0.5 0.3
C -0.1 0.1 -0.1
C -0.2 -0.6 0.2
S -0.3 0.1 -0.1
C 0.2 0.0 0.2
C 0.1 0.1 -0.2
C -0.2 0.1 0.0
C 0.0 -0.1 0.1
N -0.6 -0.7 -1.1
N 0.2 0.3 0.0
C -0.3 -0.4 -0.1
C 0.1 -0.2 0.6
C 0.3 0.4 0.3
C -0.1 -0.1 0.0
C 0.5 1.1 -0.1
S 0.4 -0.3 1.2
C 0.1 0.2 0.0
C -0.1 0.0 0.2
C 0.2 -0.1 0.1
C 0.1 -0.2 -0.1
C -0.1 1.1 -0.3
S -0.8 -0.5 0.4
C 0.1 0.3 -0.1
C -0.2 0.0 0.0
C -0.1 0.0 0.1
C 0.2 -0.2 0.1
H 0.1 0.0 0.0
H 0.0 -0.1 0.0
H 0.1 0.0 0.0
H 0.2 0.0 0.0
H 0.0 0.1 0.0
H 0.0 0.2 0.1
H -0.1 0.0 0.0
H -0.1 -0.1 0.0
H 0.0 -0.1 0.1
H -0.1 0.1 0.0
H 0.0 0.0 0.1
H 0.0 -0.1 0.0
H 0.1 0.0 0.1
H 0.1 -0.1 -0.1
H -0.1 0.1 0.0
H 0.1 0.0 -0.2
H 0.1 0.1 0.1
H -0.1 0.0 -0.1
H -0.1 0.0 -0.1
H -0.2 0.0 0.0
H 0.0 -0.1 -0.1
H 0.0 -0.1 -0.2
H 0.2 0.0 0.0
H 0.0 0.1 -0.1
H -0.1 -0.1 -0.2
H 0.0 0.1 -0.1
H -0.2 0.0 0.1
H 0.1 0.1 0.1
H -0.1 0.0 0.2
H 0.0 0.1 -0.1
H 0.1 -0.1 0.0
H 0.0 0.0 0.1
H 0.1 0.1 0.0
H 0.1 -0.1 0.0
H 0.1 0.1 -0.1
H -0.1 0.0 -0.1
H -0.1 0.1 0.1
H -0.2 0.0 -0.1
H 0.1 0.1 -0.1
C 0.0 0.2 0.1
C -0.4 -0.5 -0.1
O 0.4 0.4 0.0
P -0.3 -0.5 0.0
S 0.0 0.2 -1.0
S 0.5 0.4 0.7
O -0.7 0.4 0.3
C 0.7 0.0 -0.5
C -0.3 -0.1 0.0
H -0.1 -0.1 0.0
H 0.0 -0.1 0.0
H 0.1 -0.1 -0.1
H 0.0 0.1 -0.1
H 0.0 0.1 0.1
H 0.0 -0.2 0.1
H -0.1 0.2 0.0
H 0.1 0.0 0.0
H 0.1 0.0 -0.1
H 0.1 0.0 0.1
N 0.0 -0.5 -0.1
C -0.2 0.0 0.9
C 0.1 0.0 -0.2
C 0.0 -0.2 0.1
C -0.5 0.3 0.4
N 0.2 -0.5 -0.3
H 0.5 -0.1 -0.1
H 0.1 0.3 0.1
H -0.3 0.2 -0.1
H 0.2 0.0 -0.1
H -0.1 0.0 0.0
H 0.0 0.1 0.1
H 0.1 0.0 -0.1
H 0.0 0.1 0.0
H 0.0 0.0 0.0
H 0.1 -0.1 -0.1
H -0.1 0.2 -0.2
H -0.1 -0.4 -0.1